1.
Formula: C13H37Br3ClN6O6P2
Source: the Open Molecules 2025 dataset
Level of theory: ωB97M-V/def2-TZVPD

Geometry as ORCA input:
```
! wB97M-V def2-TZVPD RIJCOSX def2/J DEFGRID3
* xyz -1 1
Cl 0.9463 -0.8577 -0.4439
O 0.0184 0.1323 0.0522
O 2.2010 -0.1670 -0.7709
O 1.1575 -1.8453 0.5951
O 0.4383 -1.4763 -1.6409
C 1.7759 2.2357 1.9843
Br 2.5522 0.8618 3.1208
Br 2.6038 3.9851 2.3987
Br -0.1528 2.2414 2.4134
H 1.9916 1.9435 0.9593
O -2.8216 -3.8705 5.3684
P -2.1683 -3.8402 4.0597
N -0.5294 -4.2144 4.0340
C 0.3151 -3.9036 5.1804
C 0.2235 -4.5568 2.8255
N -2.3085 -2.3271 3.3246
C -3.6047 -1.8500 2.9357
C -1.1847 -1.6830 2.6664
N -2.8728 -4.9222 2.9483
C -2.8698 -4.6833 1.5116
C -3.7057 -6.0564 3.3506
H -0.0957 -3.1813 5.8863
H 1.2462 -3.4901 4.7832
H 0.5308 -4.8169 5.7485
H 0.4896 -3.6516 2.2740
H -0.4512 -5.1281 2.1903
H 1.0704 -5.1832 3.0957
H -3.7291 -0.7666 2.9592
H -3.8962 -2.2639 1.9605
H -4.3697 -2.2049 3.6373
H -1.3643 -0.6113 2.5674
H -0.2311 -1.8027 3.1741
H -1.0706 -2.0173 1.6276
H -2.8103 -5.6186 0.9556
H -3.7348 -4.1102 1.1514
H -2.0341 -4.0524 1.2000
H -3.7481 -6.7704 2.5328
H -4.7100 -5.7384 3.6464
H -3.2496 -6.5157 4.2307
O 2.6584 1.6850 -3.9256
P 1.8379 2.8441 -3.5527
N 1.9672 3.2565 -1.9328
C 0.9612 4.0527 -1.2001
C 3.3770 3.3924 -1.5269
N 0.2093 2.7063 -3.8354
C -0.5287 3.1086 -5.0038
C -0.4624 1.6318 -3.0343
N 2.2746 4.2145 -4.4333
C 1.6390 5.5100 -4.1471
C 2.9460 4.0311 -5.7131
H 0.5395 4.8492 -1.8121
H 1.4284 4.3488 -0.2654
H 0.1524 3.3637 -0.9420
H 3.8348 4.3484 -1.8174
H 3.8671 2.5785 -2.0604
H 3.4595 3.3252 -0.4408
H -1.0514 4.0716 -4.9163
H 0.1652 3.2813 -5.8308
H -1.2843 2.3935 -5.3233
H -0.0548 1.6261 -2.0240
H -1.4799 1.9943 -2.8780
H -0.3147 0.6651 -3.5039
H 0.5767 5.3842 -3.9523
H 2.1782 5.9237 -3.2880
H 1.8917 6.1890 -4.9605
H 3.3842 4.9893 -6.0029
H 2.2459 3.7280 -6.5027
H 3.7343 3.2848 -5.6687
*
```

Properties
Orbital gap in Eh: 0.3031
LUMO energy in Ha: 0.0782

---

2.
Formula: C13H38AlN2O3
Source: the Open Molecules 2025 dataset
Level of theory: ωB97M-V/def2-TZVPD

Geometry as ORCA input:
```
! wB97M-V def2-TZVPD RIJCOSX def2/J DEFGRID3
* xyz -1 1
N 5.8325 3.3133 -1.0149
C 4.9280 4.4278 -1.4803
Al 2.9214 4.0731 -1.4575
N 2.5770 2.2150 -1.4681
H 5.7117 2.5414 -1.6653
H 5.4309 2.9362 -0.1595
H 5.2749 4.7123 -2.4811
H 5.1752 5.2978 -0.8585
H 2.2106 4.8207 -2.7343
H 2.2704 4.6346 -0.0435
H 2.7608 1.8166 -0.5502
H 3.1833 1.6999 -2.1011
C -0.9725 -1.5724 0.3017
C -2.0169 -0.4997 0.0317
O -1.5890 0.8131 0.3205
C -0.4484 1.2588 -0.4250
C -0.6408 1.2634 -1.9274
H -0.6040 -1.5056 1.3276
H -1.4292 -2.5524 0.1511
H -0.1222 -1.4893 -0.3761
H -2.8868 -0.6644 0.6710
H -2.3588 -0.5803 -1.0071
H 0.4340 0.6667 -0.1648
H -0.2543 2.2704 -0.0720
H -0.7524 0.2578 -2.3403
H 0.2581 1.7112 -2.3533
H -1.5149 1.8547 -2.2093
C -5.7387 -4.1830 -1.4006
C -4.5839 -3.4236 -2.0322
O -3.3415 -3.6272 -1.3848
C -2.8530 -4.9558 -1.3768
C -2.6079 -5.5317 -2.7612
H -5.8017 -3.9628 -0.3341
H -6.6751 -3.8785 -1.8711
H -5.6418 -5.2621 -1.5280
H -4.7576 -2.3502 -1.9591
H -4.5094 -3.6683 -3.0981
H -3.5233 -5.6116 -0.8080
H -1.9132 -4.8990 -0.8270
H -3.5354 -5.6874 -3.3137
H -2.1121 -6.4997 -2.6701
H -1.9647 -4.8686 -3.3409
C 2.8637 2.7450 4.5002
C 2.2635 2.7688 3.1037
O 2.3764 1.5306 2.4228
C 1.7220 0.4294 3.0232
C 0.2353 0.6299 3.2677
H 3.9012 2.4085 4.4632
H 2.8444 3.7522 4.9211
H 2.3107 2.0924 5.1784
H 2.7872 3.4829 2.4694
H 1.2174 3.0912 3.1427
H 2.2177 0.1550 3.9647
H 1.8772 -0.3957 2.3263
H 0.0475 1.3852 4.0329
H -0.2004 -0.3079 3.6216
H -0.2830 0.9210 2.3535
*
```

Properties
Orbital gap in Eh: 0.2203
LUMO energy in Ha: 0.0848

---

3.
Formula: C13H39BClCoNO7
Source: the Open Molecules 2025 dataset
Level of theory: ωB97M-V/def2-TZVPD

Geometry as ORCA input:
```
! wB97M-V def2-TZVPD RIJCOSX def2/J DEFGRID3
* xyz 0 4
Co 3.1694 1.9656 1.5370
B 3.1738 2.8142 -1.0305
H 3.4131 2.1057 -0.1262
H 4.1561 3.4023 -1.2113
H 2.9522 2.1603 -1.9482
H 2.3901 3.6069 -0.7212
Cl 1.3107 0.5757 1.3084
C 0.2922 0.4783 5.3734
C -0.8202 -0.0527 4.4996
O -1.3285 -1.3089 4.9077
O 1.4881 -0.3021 5.3087
H -0.0675 0.4211 6.4051
H 0.4615 1.5219 5.0990
H -0.4912 -0.0894 3.4600
H -1.6098 0.6877 4.6434
H -0.6175 -1.8599 5.2504
H 1.6691 -0.6653 6.1766
C -2.1846 -1.6343 -0.1558
C -2.8001 -2.7531 -0.9921
O -1.8277 -3.7104 -1.3705
O -0.9707 -1.2112 -0.7457
H -1.8924 -2.0720 0.8141
H -2.8409 -0.8263 0.1827
H -3.3565 -2.4255 -1.8756
H -3.5393 -3.2994 -0.4041
H -1.0207 -3.2358 -1.6065
H -0.4535 -0.7148 -0.1061
C -4.0626 2.4156 -0.3613
O -2.8408 2.6655 -1.0236
C -1.7639 2.9955 -0.1860
C -0.6946 3.6965 -1.0661
N 0.2199 2.8933 -1.9130
C -0.5449 2.1399 -2.9522
C 0.4417 1.2323 -3.6509
O 1.5819 1.9273 -4.1330
C 2.3561 1.0830 -4.9567
H -4.7200 1.8333 -1.0080
H -4.5835 3.3279 -0.0694
H -3.9273 1.7458 0.4942
H -1.2983 2.1018 0.2599
H -2.1081 3.6530 0.6224
H 0.0124 4.1714 -0.3709
H -1.1971 4.5168 -1.5823
H 0.5247 2.2682 -1.1687
H -1.0233 2.8275 -3.6477
H -1.3218 1.5800 -2.4321
H -0.0685 0.7631 -4.5089
H 0.7833 0.3386 -3.1127
H 3.1051 1.7166 -5.4296
H 1.7224 0.7293 -5.7813
H 2.7764 0.2432 -4.3974
C 2.4235 -4.1808 -0.1264
C 1.4265 -3.4329 0.7355
C 0.4459 -4.3531 1.4863
O 2.2555 -2.8670 1.7953
H 3.2030 -4.6271 0.4894
H 2.8661 -3.4398 -0.7970
H 2.0661 -4.9734 -0.7882
H 0.9378 -2.6547 0.1502
H -0.3971 -4.6076 0.8245
H -0.0958 -4.0135 2.3674
H 0.9268 -5.3210 1.6358
H 1.9178 -1.9731 1.9299
*
```

Properties
Orbital gap (spin up / spin down) in Eh: 0.1986 / 0.1896
LUMO energy (spin up / spin down) in Ha: -0.1066 / -0.1152

---

4.
Formula: C13H39N13O26
Source: the Open Molecules 2025 dataset
Level of theory: ωB97M-V/def2-TZVPD

Geometry as ORCA input:
```
! wB97M-V def2-TZVPD RIJCOSX def2/J DEFGRID3
* xyz 1 2
C -5.9712 16.7160 -16.7738
N -7.2993 15.9734 -16.8674
O -8.2460 16.7055 -16.8218
O -7.2832 14.7799 -17.0174
H -6.2118 17.7774 -16.7123
H -5.3162 16.3650 -17.5712
H -5.3997 16.4163 -15.8953
C -2.9200 17.7498 -20.2265
N -2.4771 17.8285 -18.8082
O -1.8828 18.8573 -18.4552
O -2.6063 16.8640 -18.1098
H -3.2394 16.7274 -20.4283
H -1.9781 18.0248 -20.7012
H -3.6340 18.5496 -20.4231
C 0.7759 15.7040 -19.9708
N 1.3001 15.5228 -18.6197
O 1.7877 14.4316 -18.3211
O 1.2470 16.4817 -17.8082
H 0.2497 14.7577 -20.0960
H 1.5505 15.8111 -20.7301
H 0.0265 16.4955 -19.9819
C -5.9214 17.9540 -23.0774
N -6.7278 16.9351 -23.8960
O -6.3635 16.7626 -25.0639
O -7.6284 16.3502 -23.3050
H -5.8293 18.9549 -23.4990
H -4.8833 17.6537 -22.9353
H -6.3055 18.0014 -22.0584
C -2.0705 12.5806 -18.8313
N -2.5057 13.0297 -17.4400
O -2.9869 14.1091 -17.2918
O -2.4349 12.2051 -16.5580
H -1.6514 13.4446 -19.3470
H -2.9332 12.1810 -19.3643
H -1.3141 11.7960 -18.8129
C -8.0170 19.8664 -19.1360
N -7.3607 20.1769 -20.3911
O -8.0786 20.3723 -21.3800
O -6.1772 20.0556 -20.4997
H -8.5112 18.9166 -19.3400
H -8.7314 20.6391 -18.8518
H -7.2982 19.7328 -18.3276
C 1.5604 20.2077 -22.2445
N 1.1543 18.7691 -22.0964
O 0.9840 18.4209 -20.9520
O 1.2049 18.0153 -23.0612
H 0.7972 20.9617 -22.4368
H 2.1737 20.4348 -23.1165
H 2.0944 20.4152 -21.3172
C 1.4619 19.7041 -17.7642
N 2.0085 20.5593 -16.6127
O 2.2726 20.0293 -15.5436
O 2.2454 21.7382 -16.9233
H 0.5177 19.2492 -17.4648
H 2.2111 18.9619 -18.0397
H 1.3109 20.4132 -18.5782
C -2.9530 21.6546 -19.4992
N -1.5047 21.9068 -19.2026
O -0.7281 21.2287 -19.8661
O -1.1224 22.7019 -18.3379
H -3.5398 22.4895 -19.1162
H -3.3378 20.6674 -19.2433
H -2.9033 21.7272 -20.5856
C -1.6465 21.3645 -24.2309
N -1.7850 20.0871 -23.5074
O -1.6204 19.0631 -24.2041
O -1.9811 20.0519 -22.3095
H -0.5808 21.5888 -24.1832
H -2.3714 22.0384 -23.7743
H -1.9410 21.3826 -25.2802
C -1.3029 15.7194 -24.4793
N -2.7506 15.9918 -24.2581
O -3.5008 15.9514 -25.2643
O -3.1188 16.1012 -23.0692
H -0.9694 14.8712 -23.8814
H -0.7654 16.6602 -24.3606
H -1.1247 15.3556 -25.4912
C -1.3717 20.1402 -15.5982
N -1.8070 20.6173 -14.2594
O -1.5334 21.7436 -13.9492
O -2.4536 19.8638 -13.5747
H -0.3618 19.7377 -15.5204
H -1.4640 20.8733 -16.3996
H -2.0572 19.3401 -15.8774
C -6.9900 14.1549 -20.8762
N -5.6925 14.7966 -20.4721
O -5.7385 15.9281 -20.3339
O -4.7440 14.1226 -20.2828
H -7.4740 14.9124 -21.4926
H -7.5961 13.9500 -19.9937
H -6.5469 13.2749 -21.3423
*
```

Properties
Orbital gap (spin up / spin down) in Eh: 0.2135 / 0.0878
LUMO energy (spin up / spin down) in Ha: -0.2484 / -0.3740
Relative energy (zero: lowest compared OMol25 entry of this formula, charge and spin) in kcal per mole: 34.7

---

5.
Formula: C13H40O8V
Source: the Open Molecules 2025 dataset
Level of theory: ωB97M-V/def2-TZVPD

Geometry as ORCA input:
```
! wB97M-V def2-TZVPD RIJCOSX def2/J DEFGRID3
* xyz 0 4
V -2.3424 -1.8964 -0.8485
C 0.1273 0.1165 0.1529
O -0.3844 -0.7579 -0.8194
H 1.0907 0.5241 -0.1535
H -0.5566 0.9379 0.3665
H 0.2934 -0.3916 1.1029
O -2.7513 -1.6663 1.1927
H -2.4606 -0.8467 1.6381
C -0.1732 0.8859 -4.6522
C 1.1977 0.8236 -3.9408
O 1.3949 -0.3772 -3.2695
H -0.9922 0.8006 -3.9381
H -0.3944 -0.0026 -5.2435
H -0.2857 1.7460 -5.3124
H 1.2553 1.6619 -3.2465
H 1.9704 0.8909 -4.7067
H 0.8182 -0.4297 -2.5038
C 0.3973 -1.9821 3.9040
C 0.1079 -3.2079 3.0015
O -1.2902 -3.4003 2.9435
H 1.4223 -1.9645 4.2745
H -0.2304 -1.9555 4.7947
H 0.1544 -1.0683 3.3618
H 0.4641 -4.1503 3.4176
H 0.5184 -3.1173 1.9959
H -1.5789 -2.6585 2.4069
C 4.0132 0.8278 -0.8596
C 4.0148 2.2781 -1.2833
O 4.6132 3.0767 -0.3311
H 3.3990 0.6189 0.0163
H 5.0301 0.5721 -0.5619
H 3.6476 0.1342 -1.6168
H 2.9882 2.6351 -1.3655
H 4.5389 2.4564 -2.2223
H 4.7742 3.9486 -0.6992
C -3.4740 2.4263 -1.2819
C -3.5966 1.1079 -2.0877
O -3.5103 0.0412 -1.1937
H -3.5725 3.2738 -1.9603
H -2.4880 2.4979 -0.8228
H -4.2383 2.5695 -0.5181
H -2.9089 0.9443 -2.9174
H -4.6157 1.1009 -2.4742
H -4.3195 0.0695 -0.6778
C 3.2959 -2.1488 0.7593
C 2.8329 -2.8011 -0.5719
O 1.4490 -3.0375 -0.4755
H 3.1480 -2.8532 1.5778
H 2.7130 -1.2597 0.9995
H 4.3424 -1.8605 0.8589
H 3.3363 -3.7613 -0.6848
H 3.0062 -2.1419 -1.4225
H 1.0123 -2.2023 -0.6581
C -2.0579 1.2280 3.3382
C -3.3360 1.7394 2.6664
O -4.5323 1.2289 3.2108
H -1.1711 1.5308 2.7815
H -1.9895 0.1446 3.2406
H -2.0794 1.4994 4.3937
H -3.3884 1.3846 1.6371
H -3.3901 2.8279 2.6847
H -5.2584 1.3893 2.6035
*
```

Properties
Orbital gap (spin up / spin down) in Eh: 0.2803 / 0.2862
LUMO energy (spin up / spin down) in Ha: -0.0464 / -0.0476
Relative energy (zero: lowest compared OMol25 entry of this formula, charge and spin) in kcal per mole: 34.7

---

6.
Formula: C13H41F6NO8P
Source: the Open Molecules 2025 dataset
Level of theory: ωB97M-V/def2-TZVPD

Geometry as ORCA input:
```
! wB97M-V def2-TZVPD RIJCOSX def2/J DEFGRID3
* xyz -1 1
P 10.4065 20.8885 17.2683
F 8.8646 20.4839 17.6266
F 10.4407 21.3702 18.8170
F 10.9178 19.4135 17.6553
F 11.9846 21.4040 17.2745
F 10.4320 20.5141 15.7090
F 9.9121 22.4060 16.8426
C 14.7390 19.6130 13.9234
C 13.7149 20.0751 14.9429
O 14.4336 20.5014 16.0689
H 15.3821 20.4485 13.6428
H 14.0705 19.2933 13.1185
H 15.4799 18.8858 14.2587
H 12.8298 19.4420 15.0527
H 13.3470 21.0176 14.5078
H 13.8410 21.0214 16.6191
C 5.2026 21.4007 19.0128
C 5.9629 20.2113 19.6201
O 7.2639 20.6403 19.9944
H 5.1174 22.3674 19.4995
H 4.1993 21.0521 18.7425
H 5.6835 21.5300 18.0396
H 6.0167 19.4054 18.8832
H 5.4735 19.7418 20.4765
H 7.8940 20.3976 19.3090
O 10.6864 23.8097 20.0251
H 10.5509 24.5627 19.4447
H 10.3312 23.0524 19.5320
O 10.1199 24.8860 15.5527
H 10.6933 25.2377 16.2379
H 9.8435 24.0195 15.8868
O 13.1932 23.7542 17.8710
H 12.7677 22.9512 17.5266
H 12.5236 24.4356 17.7920
O 10.4613 19.1326 20.3756
H 10.4447 19.4169 19.4424
H 9.6451 19.4783 20.7525
O 7.8851 19.3469 15.3075
H 8.3759 19.9874 14.7860
H 8.0664 19.5911 16.2184
C 14.9462 16.7164 16.2485
C 13.6393 15.9856 15.8764
C 12.4484 16.5524 16.6844
C 11.0890 16.2092 16.0510
C 11.0557 16.6345 14.5805
C 12.1069 15.8661 13.7600
N 13.4181 16.1189 14.4041
O 14.4704 15.5874 13.6363
C 11.6061 14.4532 13.4635
C 12.1771 16.6565 12.4315
C 13.6391 14.5302 16.3213
H 15.7667 16.5389 15.5484
H 15.2997 16.2357 17.1629
H 14.9035 17.8010 16.3321
H 12.2580 16.2784 17.7227
H 12.4539 17.6471 16.6652
H 10.3266 16.7186 16.6412
H 10.9010 15.1340 16.1068
H 11.2411 17.7051 14.4920
H 10.0474 16.3909 14.2390
H 11.1928 14.4065 12.4518
H 12.3505 13.6706 13.2719
H 10.9461 14.0946 14.2503
H 12.5517 17.6737 12.5513
H 12.8847 16.1173 11.7973
H 11.1860 16.7420 11.9859
H 13.9017 14.3609 17.3666
H 14.2749 13.8736 15.7124
H 12.7047 13.9804 16.1749
H 14.8041 16.3884 13.2149
*
```

Properties
Orbital gap in Eh: 0.3254
LUMO energy in Ha: 0.0935

---

7.
Formula: C13H41NO7
Source: the Open Molecules 2025 dataset
Level of theory: ωB97M-V/def2-TZVPD

Geometry as ORCA input:
```
! wB97M-V def2-TZVPD RIJCOSX def2/J DEFGRID3
* xyz 0 1
C 8.1815 13.0995 -6.2440
C 6.9683 13.0403 -7.1486
O 5.8894 12.3955 -6.3984
H 8.2447 12.2613 -5.5500
H 8.2468 14.0749 -5.7620
H 9.1371 13.1108 -6.7683
H 7.2474 12.6229 -8.1160
H 6.4718 13.9279 -7.5407
H 5.6985 11.5621 -6.8349
C 10.8317 10.5947 -5.6986
C 11.2582 11.5722 -6.7417
O 12.4344 12.1874 -6.3593
H 9.9461 10.0150 -5.9588
H 10.5998 11.1196 -4.7719
H 11.6523 9.9148 -5.4696
H 10.4744 12.3008 -6.9486
H 11.3243 11.1040 -7.7238
H 13.0564 11.4714 -6.2106
C 7.6201 12.1614 -3.1357
C 6.4368 11.8789 -2.1384
O 6.1306 10.5390 -2.3466
H 7.5386 11.9583 -4.2035
H 8.6294 11.9600 -2.7766
H 7.6791 13.2440 -3.0235
H 5.5804 12.5017 -2.3968
H 6.6044 12.1171 -1.0880
H 5.2298 10.2674 -2.1561
C 8.5901 9.8143 -6.0458
C 7.4207 8.9684 -5.3587
C 6.0088 9.6549 -5.4963
O 4.9870 8.7522 -4.9183
C 3.8225 8.5882 -5.7093
N 7.5278 7.7108 -6.0367
H 9.4119 9.2956 -6.5394
H 8.9678 10.6527 -5.4606
H 8.1448 10.3593 -6.8780
H 7.5370 8.8559 -4.2808
H 5.8086 10.0168 -6.5048
H 6.0522 10.5685 -4.9034
H 3.4207 9.4446 -6.2508
H 2.9547 8.1949 -5.1799
H 4.0884 7.8129 -6.4279
H 8.3288 7.1774 -5.7302
H 6.7502 7.2444 -5.5917
C 6.1872 13.3704 -10.4575
O 5.8930 13.6570 -9.0596
H 5.3626 12.7890 -10.8699
H 6.3024 14.3296 -10.9623
H 7.1803 12.9522 -10.6218
H 6.6829 14.1125 -8.7593
C 8.3162 10.4998 -9.1098
O 7.9765 11.8691 -9.0776
H 7.3833 9.9804 -9.3291
H 9.1031 10.3398 -9.8468
H 8.6080 10.2090 -8.1006
H 7.1458 12.0448 -8.6296
C 4.8433 11.1554 -8.9090
O 6.0176 11.7380 -8.3465
H 5.1034 10.1171 -9.1149
H 4.0699 11.2650 -8.1488
H 4.3506 11.7198 -9.7008
H 6.1809 12.6423 -8.6243
*
```

Properties
Orbital gap in Eh: 0.3463
LUMO energy in Ha: 0.0220
Relative energy (zero: lowest compared OMol25 entry of this formula, charge and spin) in kcal per mole: 450.0